DFT (the ωB97M-V functional and the def2-TZVPD basis) results for a single C7H8N2O molecule at a distorted geometry.

Results
Highest occupied orbital energy (spin up / spin down) ... -0.31621 / -0.30111 hartree
Relative energy (zero: lowest compared OMol25 entry of this formula, charge and spin) ... 5.818 eV
Multiplicity ... 1
Charge ... 0

```
18
Properties=species:S:1:pos:R:3:forces:R:3
O 0.9699 0.5756 3.1773 0.27 -0.19 -0.55
N -4.5067 -0.2986 0.2651 0.17 0.00 -0.08
N 0.2770 0.5838 1.9795 -1.44 0.20 -0.25
C -0.8615 0.0212 -2.5211 0.06 0.06 -0.08
C -3.3917 -0.2143 -0.1100 -1.07 -0.08 0.38
C 2.3263 -0.3606 1.0219 -0.06 -0.01 0.37
C -0.9101 -0.0021 -0.9946 -0.98 -0.08 -0.54
C 0.3473 0.0506 -0.3755 0.13 0.09 0.07
C -2.1586 -0.1155 -0.5225 1.60 0.25 0.54
C 0.8890 0.1049 0.9481 0.98 -0.09 0.83
H 1.1481 -0.0154 -1.1052 0.02 -0.04 -0.01
H 2.9729 0.3502 0.5091 0.05 0.02 -0.05
H 2.6365 -0.4283 2.0610 0.12 -0.04 -0.08
H -0.5363 1.0064 -2.8538 0.04 0.02 -0.08
H -1.8398 -0.1825 -2.9501 0.03 0.01 -0.01
H 0.3559 0.9839 3.8051 0.02 -0.11 -0.37
H -0.1562 -0.7240 -2.8853 0.04 -0.02 -0.05
H 2.4380 -1.3354 0.5510 0.02 -0.01 -0.04
```
Forces are in eV/Å.

***

DFT (the ωB97M-V functional and the def2-TZVPD basis) results for a molecular structure, C23H24InN4O8 at a distorted geometry.

Results
Highest occupied orbital energy ... -0.21860 hartree
Relative energy (zero: lowest compared OMol25 entry of this formula, charge and spin) ... 0.000 eV
Multiplicity ... 1
Charge ... -1

```
60
Properties=species:S:1:pos:R:3:forces:R:3
In 0.9586 -0.1652 -0.1827 -0.34 -0.15 -0.19
O -1.5654 0.9331 -0.6297 -0.39 0.43 -0.28
O -0.0013 -1.5690 -1.4640 0.26 0.54 0.32
O 3.7031 -2.7156 1.5222 0.23 -0.17 -0.03
O 2.0823 -1.9000 0.2320 1.02 -0.35 -0.12
O 1.1824 1.0282 -1.9757 -0.55 -0.16 0.55
O -1.3507 -2.6274 -2.8409 -0.28 -0.73 -0.37
O -0.4288 0.8051 3.7740 -0.09 0.37 -0.02
O 0.9147 0.8135 -4.1533 -0.81 0.01 0.81
N -1.4484 -2.2055 1.1638 0.07 0.03 -0.02
N 0.3504 -0.2417 1.8715 -0.23 0.29 0.51
N 0.7288 2.1255 0.6624 -0.38 -0.28 1.49
N 3.2634 0.7185 -0.1323 -0.32 -0.26 0.62
C -3.7318 0.9571 -1.5484 0.17 -0.26 0.53
C 4.3673 -1.4690 -0.4006 -0.57 0.30 0.26
C 0.5550 4.4802 0.6003 -0.37 0.30 0.88
C -0.1124 4.4917 1.8196 0.12 0.23 -0.53
C -0.9820 -1.6136 -2.2813 -0.39 0.34 -0.32
C -2.2565 -3.1483 0.7022 -0.59 -0.07 -0.63
C 0.1210 2.1166 1.8690 0.26 0.69 -0.32
C -2.5339 0.0447 -1.2400 -0.11 0.14 0.50
C -1.2865 -4.8311 2.0675 0.31 0.48 0.14
C -1.8342 -0.3500 -2.5402 -0.25 -0.34 -0.17
C 4.5336 -0.0112 0.0224 -0.04 0.12 1.02
C -0.2905 3.3037 2.4810 -0.41 -0.31 0.28
C -2.2386 -4.4423 1.1480 -0.02 -0.58 -0.22
C -0.0414 0.8065 2.6040 0.34 -0.80 -0.66
C -1.0984 0.9741 -2.8977 -0.34 0.33 -0.10
C 0.9782 3.2936 0.0883 0.62 -0.84 -1.68
C -0.5291 -2.5794 2.0447 0.31 0.64 0.24
C -0.3827 -3.8912 2.5147 -0.49 0.37 -0.26
C -1.5388 1.8811 -1.7383 0.55 -0.28 0.46
C 0.4147 -1.5058 2.5612 -0.15 -0.71 0.31
C 0.4168 0.8953 -3.0242 1.47 0.11 -1.69
C -3.0025 2.2518 -1.9222 -0.32 0.85 0.65
C 3.3337 -2.1105 0.5251 -0.95 0.35 0.15
H 1.4066 -1.9187 2.4465 0.41 -0.12 -0.05
H -0.7953 3.2876 3.4420 0.16 -0.33 -0.14
H -4.3968 1.0662 -0.6753 0.33 0.01 -0.31
H -2.7705 -0.7602 -0.5553 0.24 -0.13 0.07
H 1.4976 3.2108 -0.8948 -0.46 0.19 0.80
H 3.2391 1.5779 0.3999 0.10 0.00 0.05
H 0.7174 5.3845 0.0828 0.25 0.84 -0.59
H -2.6005 -0.5988 -3.3066 0.73 -0.02 0.41
H 5.2586 0.5362 -0.5528 0.76 -0.15 -0.44
H -2.9616 -2.9130 -0.1081 0.31 0.27 0.38
H 3.1217 0.9545 -1.0950 -0.03 0.33 -0.76
H -3.3179 3.1152 -1.2977 0.30 -0.55 -0.24
H 5.2776 -2.0342 -0.3324 0.57 -0.05 0.12
H -0.4975 5.4311 2.1972 0.06 -0.07 0.19
H -4.3003 0.5347 -2.3684 -0.23 0.01 -0.12
H 4.0136 -1.4985 -1.4186 -0.19 -0.04 -0.48
H -1.5092 1.3569 -3.8491 0.52 -0.19 0.31
H -1.2543 -5.8453 2.3937 0.13 -0.60 0.25
H 4.8797 0.0418 1.0832 -0.47 -0.09 -0.66
H 0.2517 -1.4010 3.6411 -0.15 0.29 -0.22
H -0.8456 2.7052 -1.5203 -0.36 -0.34 -0.03
H 0.4017 -4.1201 3.2139 0.20 -0.09 0.11
H -2.8924 -5.1771 0.7151 -0.30 -0.10 -0.08
H -3.1735 2.5204 -2.9435 -0.19 0.30 -0.69
```
Forces are in eV/Å.

***

DFT (the ωB97M-V functional and the def2-TZVPD basis) results for a molecular structure, C25H20Co2NO6 at a distorted geometry.

Results
Highest occupied orbital energy ... -0.06336 hartree
Relative energy (zero: lowest compared OMol25 entry of this formula, charge and spin) ... 6.699 eV
Multiplicity ... 1
Charge ... -1

```
54
Properties=species:S:1:pos:R:3:forces:R:3
Co 0.9265 1.4483 -1.3391 4.87 0.71 -2.44
Co -1.1234 0.1474 -1.2992 -0.35 -0.51 -1.09
O 1.5564 3.9605 -2.6377 -0.09 -1.43 0.82
O -1.7957 0.2316 1.5312 1.15 2.50 0.37
O 1.9947 -0.2241 -3.5341 -0.94 0.61 1.14
O -0.5219 -1.8547 -3.3267 0.20 0.70 -0.16
O 3.3099 1.5716 0.3176 -1.19 0.43 -0.70
O -3.9966 0.3536 -1.3540 1.53 -0.59 0.19
N -0.2458 -1.2830 1.0897 -1.38 -3.79 -1.98
C -0.3423 -3.6969 1.5839 0.38 -0.79 0.54
C -1.9450 3.1669 -2.9107 -0.23 0.24 0.16
C 3.7053 -3.9491 1.0704 0.03 0.24 -0.12
C 1.3367 2.9383 -2.1379 -0.34 2.12 -1.55
C -3.4688 4.9706 -2.4370 -0.11 0.08 0.26
C 4.3520 -3.2503 2.0964 0.04 0.01 0.01
C 1.3988 0.2831 -2.6793 1.23 0.07 -0.58
C 2.7570 -1.4365 1.9072 0.39 -0.65 0.05
C -0.5554 1.0691 1.4448 -1.54 2.68 1.98
C -0.6094 -1.0021 -2.5445 -1.33 -2.34 0.36
C -2.2244 3.9500 -0.6193 -0.17 0.07 -0.59
C -2.8757 4.1017 -3.3559 0.42 -0.21 0.25
C 0.9330 -1.5119 0.1927 -0.31 -0.17 0.19
C -0.2624 1.2300 -0.0008 -2.61 0.55 0.69
C -2.8429 0.2127 -1.3860 -1.74 1.13 -0.99
C -0.6861 -2.3056 1.8748 2.35 0.77 1.41
C -0.7886 1.9681 -1.1058 -1.90 -0.19 1.65
C 2.1137 -2.1429 0.8897 -0.21 0.05 -0.45
C 3.8975 -1.9884 2.5032 -0.29 -0.04 -0.18
C 2.6111 -3.3692 0.4285 0.00 0.20 0.48
C -1.2940 -0.5115 0.5285 1.78 -0.84 -2.04
C -1.6502 3.0575 -1.5394 0.09 0.40 0.40
C -1.6057 -1.9782 2.9626 -0.35 -0.70 0.70
C 2.3514 1.5530 -0.3332 1.66 -1.20 1.26
C -3.1380 4.9025 -1.0759 0.03 -0.08 -0.26
H 2.3648 -0.4677 2.2180 0.16 -0.23 -0.06
H -0.9046 2.0200 1.8669 0.32 0.31 0.40
H 2.0941 -3.8665 -0.4018 0.26 0.14 0.41
H 0.6512 -3.9797 1.9601 0.01 -0.24 -0.29
H -1.2533 -1.1432 3.5894 -0.36 -0.10 -0.35
H -3.1228 4.1258 -4.4180 -0.02 0.17 0.28
H -3.5986 5.5857 -0.3601 0.07 -0.13 -0.25
H 4.0488 -4.9386 0.7551 0.01 0.37 0.15
H -2.6374 -1.7861 2.6215 -0.11 0.20 0.02
H 5.2329 -3.6899 2.5713 -0.29 0.15 -0.11
H -1.4520 2.4800 -3.6069 -0.26 0.19 0.31
H -1.6392 -2.8672 3.6049 -0.20 0.15 0.07
H 0.6104 -2.0723 -0.6931 0.18 -0.04 0.25
H -0.4070 -3.9747 0.5189 0.07 0.17 0.03
H 1.2612 -0.5197 -0.1721 -0.43 -0.74 0.31
H -4.1989 5.7018 -2.7831 0.14 -0.13 0.11
H -1.0393 -4.3428 2.1334 0.00 0.10 -0.17
H 0.2546 0.6624 2.0744 -0.42 -0.05 -0.40
H 4.4200 -1.4245 3.2797 -0.11 -0.28 -0.21
H -1.9568 3.8849 0.4366 -0.12 -0.03 -0.30
```
Forces are in eV/Å.

***

DFT (the ωB97M-V functional and the def2-TZVPD basis) results for 6 unconnected molecules or ions with the total composition H14NO5 at a distorted geometry.

Results
Highest occupied orbital energy ... -0.54387 hartree
Relative energy (zero: lowest compared OMol25 entry of this formula, charge and spin) ... 0.980 eV
Multiplicity ... 1
Charge ... +1

```
20
Properties=species:S:1:pos:R:3:forces:R:3
O 2.3105 0.3502 4.2049 -0.28 0.25 -0.22
O 0.1885 1.5019 2.4793 -0.27 -0.20 -0.02
O -2.3433 1.6846 -1.6928 -0.15 -0.30 0.22
O 0.3547 -1.9295 -1.1468 1.16 -0.42 -0.62
O 0.4759 -1.4532 -3.9125 -0.27 -0.33 -0.23
N -0.7482 0.3216 0.1697 0.01 -1.98 1.06
H -0.1969 1.0512 -0.2525 0.18 0.14 -0.32
H -0.6345 0.3581 1.1983 -0.39 1.02 -0.15
H 2.1250 0.2794 5.1459 0.18 -0.13 0.04
H 0.4037 -2.1670 -2.0968 -0.76 0.43 0.21
H -2.7060 1.1584 -2.4145 0.01 0.13 -0.11
H -0.3965 -0.6368 -0.0210 0.35 0.43 -1.03
H 0.9618 -1.3636 -4.7414 0.17 0.08 0.14
H -1.6992 0.3351 -0.1980 -0.08 0.60 0.13
H 0.0408 1.1574 3.3670 0.02 0.03 0.09
H 1.3203 -1.9292 -1.0335 -0.22 0.09 0.71
H -3.1001 2.1553 -1.3242 0.01 0.12 -0.12
H -0.2304 -2.0696 -4.1475 -0.03 0.11 -0.07
H 1.1361 1.6617 2.4821 0.27 0.03 0.07
H 2.7378 -0.4660 3.9344 0.07 -0.10 0.21
```
Forces are in eV/Å.

***

DFT (the ωB97M-V functional and the def2-TZVPD basis) results for a molecular structure, C35H32GeN5O4PdS at a distorted geometry.

Results
Highest occupied orbital energy ... -0.16635 hartree
Relative energy (zero: lowest compared OMol25 entry of this formula, charge and spin) ... 0.000 eV
Multiplicity ... 1
Charge ... -1

```
79
Properties=species:S:1:pos:R:3:forces:R:3
Pd -2.4173 -1.2439 -1.6582 0.26 1.72 0.12
Ge 0.2454 1.4231 1.4758 0.09 0.00 0.25
S -3.3285 -2.2429 -3.9891 -0.02 -0.25 -0.59
O -1.4906 1.9754 -0.7855 -0.01 0.32 -0.07
O 3.2283 -1.3536 -5.0711 0.27 0.07 -0.18
O -3.5122 -2.0377 -0.2085 -0.46 -0.06 0.67
O -3.1895 0.6661 -1.4439 0.26 0.15 0.24
N -1.5374 -2.9386 -1.7812 0.75 -1.33 -0.11
N -1.3624 -3.5507 -5.2213 -0.15 0.04 -0.15
N 2.4623 -2.8193 -3.5433 0.17 -0.03 0.13
N -1.0824 -3.4508 -2.9921 -0.36 0.18 0.18
N -0.8133 -0.3125 -2.8191 -0.47 -0.53 -0.18
C -0.9678 -3.8123 1.7062 -0.03 0.02 0.07
C 3.5404 1.1647 -1.9486 0.03 -0.02 -0.10
C 1.5437 1.2972 0.0277 0.07 0.03 -0.36
C -0.8684 3.5354 3.1079 0.00 -0.03 0.04
C -2.4031 1.1856 -0.5443 -0.05 -0.32 -0.60
C 2.6812 0.5088 0.1971 0.03 -0.07 0.06
C -0.0290 5.6592 1.5544 -0.03 0.04 0.02
C 1.2769 0.8141 3.0634 -0.04 0.01 0.00
C 0.3019 -1.0186 -2.9844 0.16 0.08 0.21
C 1.7877 -0.8403 4.7680 -0.06 -0.03 -0.05
C -0.1546 3.2729 1.9402 -0.07 0.16 -0.09
C -1.4028 -3.5967 2.9973 -0.07 0.05 -0.06
C -3.2906 -2.3602 2.1167 -0.09 -0.04 -0.02
C 3.6634 0.4283 -0.7837 -0.02 0.00 0.06
C -1.6585 -3.2843 0.6123 0.35 -0.14 -0.14
C 2.9519 1.2517 4.7660 0.03 0.00 0.03
C 2.7295 0.0031 5.3316 0.06 0.04 0.05
C -0.3337 0.8659 -4.8268 0.04 -0.04 0.07
C 1.1377 -0.8605 -4.0739 0.10 0.12 0.05
C 1.4242 2.0103 -1.1719 0.05 0.02 0.10
C 2.2328 1.6456 3.6483 0.03 0.03 0.00
C -1.3243 0.2752 1.5237 0.06 -0.32 -0.07
C -1.8613 -3.1225 -4.0133 0.16 -0.02 0.18
C -1.1666 4.8341 3.4944 -0.03 -0.02 0.06
C 0.2567 4.3569 1.1702 0.00 0.04 0.00
C -0.7443 5.9015 2.7175 0.01 0.01 -0.02
C 1.0698 -0.4345 3.6473 0.03 -0.09 0.00
C 2.4208 1.9621 -2.1342 -0.07 -0.09 0.00
C -1.1355 0.6068 -3.7264 -0.11 0.24 0.10
C -1.2062 -3.5924 -0.7260 0.03 -0.19 -0.29
C -2.6069 0.7827 0.8911 -0.32 0.26 0.45
C -2.8357 -2.5279 0.7912 -0.28 -0.06 -0.08
C 0.8118 0.1125 -5.0097 -0.04 -0.01 0.03
C -2.5840 -2.8675 3.1818 0.04 -0.04 0.09
C 2.3726 -1.6806 -4.2707 -0.28 0.07 0.02
H 3.3283 -3.3269 -3.5921 -0.04 -0.01 0.00
H -2.9336 1.7002 1.3976 -0.02 -0.08 0.08
H 3.6839 1.9230 5.1989 0.01 0.00 0.01
H -0.0738 -4.3969 1.5201 0.03 -0.02 0.00
H 2.8201 -0.0528 1.1136 -0.03 0.00 0.04
H -2.0326 -3.5690 -5.9727 0.08 -0.01 0.07
H 2.3044 2.5329 -3.0445 0.01 0.04 -0.10
H 0.5397 2.5988 -1.3588 -0.09 0.00 0.01
H 1.4635 0.2522 -5.8614 0.01 0.01 -0.02
H 0.3415 -1.1206 3.2301 -0.05 -0.01 -0.04
H -4.2038 -1.7988 2.2630 -0.03 0.00 0.03
H 0.8052 4.1931 0.2536 0.05 -0.04 -0.05
H -1.7266 5.0125 4.4045 0.00 0.00 0.00
H 1.6032 -1.8173 5.1980 0.00 -0.02 0.01
H -0.6898 -4.2991 -5.1811 0.02 -0.01 0.00
H 0.5195 -1.7172 -2.1866 0.04 0.10 -0.07
H -0.9743 6.9157 3.0158 0.00 0.05 0.01
H 0.3020 6.4876 0.9412 0.01 0.02 -0.03
H 2.4235 2.6277 3.2307 -0.04 0.05 -0.06
H -2.0590 1.1410 -3.5239 0.08 -0.09 -0.06
H -0.8554 -3.9908 3.8425 0.00 -0.01 0.02
H -0.6308 1.6254 -5.5342 0.01 0.03 -0.03
H -1.1925 2.7134 3.7370 -0.01 -0.04 0.02
H 4.5312 -0.1982 -0.6251 0.04 -0.05 0.00
H 1.7729 -3.0838 -2.8640 -0.15 -0.10 -0.09
H -3.4017 0.0402 0.9799 0.06 0.14 -0.10
H -2.9537 -2.6934 4.1851 0.00 0.00 0.04
H -1.0535 -0.6801 1.0525 0.05 0.12 0.14
H -0.5869 -4.4720 -0.8961 -0.04 -0.01 0.09
H -1.4908 0.0608 2.5817 -0.03 -0.05 0.00
H 4.3018 1.1070 -2.7158 0.02 0.00 -0.02
H 3.2864 -0.3056 6.2077 0.01 -0.01 0.01
```
Forces are in eV/Å.

***

| no. | DFT total energy (eV) |
| --- | --- |
| 1 | -12410.581 |
| 2 | -51760.575 |
| 3 | -115270.617 |
| 4 | -11949.442 |
| 5 | -123289.597 |